{"formula": "C2H4S3", "method": "ωB97M-V with the def2-TZVPD basis set", "elements": ["C", "C", "S", "S", "S", "H", "H", "H", "H"], "positions_angstrom": [[-1.77, -1.90, 0.27], [0.78, 1.55, -0.04], [-2.53, -1.06, 1.43], [-1.63, -3.16, -0.68], [1.14, -0.28, 0.47], [-0.41, 1.49, -0.17], [1.27, 1.75, -0.91], [1.09, 2.43, 0.69], [2.06, -0.83, -1.06]], "lowdin_spin": [0.33, 0.04, 0.46, 0.24, 0.69, 0.01, 0.00, 0.01, 0.21], "total_charge": 0, "e_tot_ev": -34637.555, "e_above_lowest_ev": 3.795, "multiplicity": 3}